No. 1
{
  "formula": "C6H6FMgNaO6",
  "method": "wB97M-V/def2-TZVPD",
  "s2": 0.750,
  "energy_ev": -31174.972,
  "homo_ev": [-10.38, -10.38],
  "multiplicity": 2,
  "charge": 1,
  "orbital_gap_ev": [6.506, 5.730],
  "mol_weight_g_mol": 240.401,
  "symbols": ["H", "O", "O", "O", "C", "C", "C", "H", "F", "H", "Mg", "H", "O", "O", "O", "C", "C", "C", "H", "H", "Na"],
  "positions_angstrom": [[-0.487, -0.981, 0.985], [-1.450, -0.658, -1.615], [-1.456, 1.426, -0.985], [-0.523, 0.929, -2.928], [-1.816, -0.673, -0.176], [-2.263, 0.748, -0.015], [-1.151, 0.540, -1.947], [-2.642, -1.381, -0.063], [-3.589, 1.040, -0.349], [-2.104, 1.209, 0.964], [0.193, 0.307, -4.689], [2.479, -1.909, 2.421], [2.922, -0.623, 0.841], [1.138, 0.557, 1.237], [2.559, 1.301, -0.282], [2.004, -1.558, 1.499], [0.727, -0.766, 1.719], [2.277, 0.480, 0.575], [1.881, -2.391, 0.795], [0.560, -0.591, 2.792], [0.739, 2.995, -0.779]]
}

---

No. 2
{
  "formula": "C6H6FN2O3S",
  "method": "wB97M-V/def2-TZVPD",
  "e_above_lowest_kcal_mol": 0.0,
  "energy_ev": -28994.493,
  "homo_ev": -4.27,
  "charge": -1,
  "orbital_gap_ev": 7.535,
  "mol_weight_g_mol": 205.190,
  "symbols": ["C", "C", "C", "C", "C", "C", "N", "N", "O", "O", "O", "F", "S", "H", "H", "H", "H", "H", "H"],
  "positions_angstrom": [[-0.506, -1.922, -0.820], [-0.216, -1.906, 0.541], [-0.378, -0.855, -1.687], [0.509, 0.586, 0.149], [-0.091, 1.580, -1.838], [0.161, -0.466, 2.457], [0.281, -0.674, 1.110], [0.077, 0.358, -1.121], [-0.411, -2.817, 1.373], [-0.581, -0.776, -2.892], [1.514, 2.991, 0.217], [-0.884, 0.272, 2.797], [0.950, 1.890, 1.072], [-1.028, -2.788, -1.196], [0.649, 2.424, -1.800], [-0.336, 1.262, -2.785], [-0.911, 2.145, -1.506], [1.138, 0.133, 2.793], [0.062, -1.436, 3.137]]
}

---

No. 3
{
  "formula": "C6H6FNO",
  "method": "wB97M-V/def2-TZVPD",
  "e_above_lowest_kcal_mol": 59.0,
  "energy_ev": -12570.635,
  "homo_ev": [-9.35, -8.75],
  "charge": 0,
  "orbital_gap_ev": [8.785, 8.346],
  "mol_weight_g_mol": 127.118,
  "symbols": ["C", "C", "C", "C", "C", "C", "N", "O", "F", "H", "H", "H", "H", "H", "H"],
  "positions_angstrom": [[1.033, -0.908, 0.649], [-0.225, -0.573, 0.919], [1.816, -0.390, -0.471], [-0.678, 1.571, -2.055], [-1.093, 0.424, 0.204], [-0.401, 1.431, -0.639], [1.576, 0.503, -1.293], [-1.361, 0.791, -2.679], [0.094, 2.500, 0.000], [1.531, -1.643, 1.260], [-0.723, -1.084, 1.728], [2.775, -0.900, -0.606], [-0.195, 2.445, -2.519], [-1.782, -0.129, -0.447], [-1.677, 0.962, 0.963]]
}

---

No. 4
{
  "formula": "C6H6GaO5S",
  "method": "wB97M-V/def2-TZVPD",
  "energy_ev": -79731.690,
  "homo_ev": -23.34,
  "charge": 3,
  "orbital_gap_ev": 8.831,
  "mol_weight_g_mol": 259.899,
  "symbols": ["Ga", "O", "C", "C", "O", "C", "O", "C", "O", "C", "S", "C", "O", "H", "H", "H", "H", "H", "H"],
  "positions_angstrom": [[0.015, -1.029, -1.121], [0.044, 2.577, -3.034], [0.018, 1.489, -2.675], [1.741, -2.048, -0.563], [2.721, -2.599, -0.323], [-1.733, -2.012, -0.578], [-2.725, -2.540, -0.342], [0.009, -2.066, -2.911], [0.010, -2.723, -3.857], [-0.188, -0.140, 2.184], [-0.863, 0.992, 1.000], [0.106, 2.427, 1.276], [0.188, 0.608, -0.286], [-0.452, 0.324, 3.138], [0.907, -0.180, 2.030], [-0.633, -1.139, 2.089], [1.165, 2.132, 1.205], [-0.135, 3.171, 0.503], [-0.195, 2.756, 2.266]]
}

---

No. 5
{
  "formula": "C6H6HgLiO6",
  "method": "wB97M-V/def2-TZVPD",
  "s2": 0.755,
  "energy_ev": -22979.409,
  "homo_ev": [-7.15, -7.14],
  "multiplicity": 2,
  "charge": 0,
  "orbital_gap_ev": [6.730, 3.720],
  "mol_weight_g_mol": 381.639,
  "symbols": ["O", "C", "O", "O", "C", "C", "H", "H", "H", "O", "C", "O", "Hg", "Li", "C", "O", "H", "H", "C", "H"],
  "positions_angstrom": [[2.568, 2.465, -0.101], [1.746, 1.529, -0.083], [0.500, 1.719, -0.232], [2.222, 0.295, 0.131], [1.322, -0.751, 0.443], [1.720, -2.089, -0.082], [0.064, -0.134, 1.755], [1.588, -2.954, 0.570], [2.605, -2.099, -0.722], [0.864, -0.672, 1.741], [0.483, -1.382, -0.655], [0.449, -0.892, -1.905], [1.178, 4.240, -0.325], [-0.439, 0.678, -1.572], [-3.340, 0.431, 0.555], [-3.523, 0.211, -0.882], [-3.737, -0.368, 1.182], [-3.472, 1.468, 0.866], [-2.317, 0.117, -0.458], [-0.481, -1.812, -0.224]]
}

---

No. 6
{
  "formula": "C6H6IN3OS",
  "method": "wB97M-V/def2-TZVPD",
  "e_above_lowest_kcal_mol": 24.8,
  "energy_ev": -31768.104,
  "homo_ev": [-8.65, -8.65],
  "charge": 0,
  "orbital_gap_ev": [8.520, 8.520],
  "mol_weight_g_mol": 295.105,
  "symbols": ["C", "C", "C", "C", "C", "C", "N", "N", "N", "O", "S", "I", "H", "H", "H", "H", "H", "H"],
  "positions_angstrom": [[0.021, -1.691, -0.861], [0.611, 0.627, -0.806], [1.294, -2.029, -0.974], [1.905, 0.310, -0.841], [-0.387, -0.322, -0.836], [2.313, -1.051, -1.002], [-1.355, 1.924, 2.679], [-1.162, 1.693, 1.510], [-1.956, 0.111, 1.096], [-2.548, 1.314, -1.167], [-2.161, 0.056, -0.630], [4.220, -1.552, -1.564], [-0.798, -2.473, -0.809], [0.336, 1.734, -0.781], [1.576, -3.186, -0.986], [2.657, 1.126, -0.693], [-0.740, 2.588, 3.184], [-2.880, 0.025, 1.538]]
}

---

No. 7
{
  "formula": "C6H6INO2",
  "method": "wB97M-V/def2-TZVPD",
  "smiles": "C=C/C=C\\C=C(\\I)[N+](=O)[O-]",
  "e_above_lowest_kcal_mol": 130.5,
  "energy_ev": -19998.093,
  "homo_ev": -9.39,
  "charge": 0,
  "orbital_gap_ev": 8.874,
  "mol_weight_g_mol": 251.023,
  "symbols": ["C", "C", "C", "C", "C", "C", "I", "N", "O", "O", "H", "H", "H", "H", "H", "H"],
  "positions_angstrom": [[0.415, -0.224, -1.585], [-0.564, 0.188, -0.829], [-1.096, -0.302, 0.418], [-0.270, -0.508, 1.439], [1.088, -0.097, 1.341], [1.929, -0.422, 0.365], [3.876, 0.427, 0.072], [1.829, -1.811, -0.067], [2.774, -2.150, -0.741], [0.943, -2.465, 0.302], [0.667, -1.281, -1.814], [0.934, 0.465, -2.373], [-0.821, 1.216, -1.014], [-2.101, -0.457, 0.610], [-0.829, -0.759, 2.314], [1.250, 0.839, 1.798]]
}

---

No. 8
{
  "formula": "C6H6INOS",
  "method": "wB97M-V/def2-TZVPD",
  "e_above_lowest_kcal_mol": 7.1,
  "energy_ev": -28789.990,
  "homo_ev": [-8.26, -8.24],
  "charge": 0,
  "orbital_gap_ev": [6.925, 7.257],
  "mol_weight_g_mol": 267.091,
  "symbols": ["C", "C", "C", "C", "C", "C", "N", "O", "S", "I", "H", "H", "H", "H", "H", "H"],
  "positions_angstrom": [[1.812, -1.146, -0.176], [2.104, 0.218, -0.251], [0.583, -1.583, 0.340], [1.112, 1.098, 0.039], [-0.421, -0.677, 0.566], [-0.163, 0.733, 0.474], [-1.183, 1.531, 0.728], [-1.811, -0.167, -1.727], [-2.753, 0.807, -1.226], [-4.202, -0.338, 0.288], [2.457, -2.084, -0.404], [3.004, 0.691, -0.568], [0.436, -2.714, 0.492], [1.473, 2.109, -0.004], [-1.449, -0.973, 0.728], [-1.000, 2.494, 0.701]]
}